Here is a cluster of 12 separate species, C46H94O12 in total from the OMol25 dataset. Energies are from ωB97M-V/def2-TZVPD.

```
! RIJCOSX wB97M-V def2-TZVPD def2/J DEFGRID3
* xyz 0 1
C -24.401 0.538 -7.460
C -25.588 -0.461 -7.447
C -26.167 -0.251 -8.794
O -25.888 1.082 -9.135
C -24.988 1.675 -8.301
H -23.503 0.135 -7.928
H -24.023 0.896 -6.502
H -26.366 -0.353 -6.691
H -25.224 -1.488 -7.436
H -27.179 -0.559 -9.058
H -25.563 -0.921 -9.406
H -25.492 2.398 -7.660
H -24.310 2.237 -8.944
C -21.569 1.605 -10.234
C -20.597 0.411 -10.150
C -21.373 -0.835 -10.618
O -22.190 -0.282 -11.591
C -22.540 1.070 -11.301
H -21.115 2.512 -10.634
H -21.935 1.873 -9.243
H -20.340 0.309 -9.096
H -19.774 0.645 -10.825
H -22.051 -1.187 -9.840
H -20.775 -1.695 -10.918
H -23.559 1.008 -10.920
H -22.506 1.670 -12.211
C -16.471 2.008 -10.726
C -16.078 3.443 -10.675
C -15.995 3.837 -12.115
O -15.595 2.622 -12.770
C -16.209 1.486 -12.159
H -17.515 1.991 -10.412
H -15.874 1.399 -10.048
H -15.022 3.474 -10.405
H -16.754 4.126 -10.162
H -15.223 4.583 -12.301
H -16.905 4.208 -12.586
H -15.453 0.703 -12.108
H -17.084 1.209 -12.746
C -24.621 5.006 -10.122
C -25.981 5.347 -9.593
C -25.738 5.476 -8.055
O -24.436 4.879 -7.874
C -23.621 5.159 -9.048
H -24.343 5.677 -10.935
H -24.550 3.964 -10.434
H -26.597 4.454 -9.696
H -26.426 6.267 -9.972
H -26.454 4.959 -7.416
H -25.727 6.515 -7.724
H -22.765 4.508 -9.220
H -23.240 6.174 -8.931
C -19.919 -3.416 -13.954
C -21.186 -2.599 -14.050
C -22.166 -3.681 -14.678
O -21.336 -4.419 -15.547
C -19.979 -4.094 -15.318
H -20.073 -4.116 -13.133
H -19.014 -2.828 -13.797
H -20.993 -1.786 -14.749
H -21.604 -2.260 -13.102
H -22.978 -3.195 -15.218
H -22.488 -4.329 -13.863
H -19.636 -3.534 -16.188
H -19.381 -5.000 -15.224
C -17.968 -1.711 -9.136
C -17.710 -1.882 -10.626
C -17.221 -3.277 -10.858
O -16.685 -3.654 -9.630
C -17.143 -2.890 -8.531
H -19.040 -1.891 -9.060
H -17.782 -0.717 -8.728
H -16.942 -1.212 -11.013
H -18.630 -1.708 -11.185
H -16.594 -3.390 -11.742
H -18.002 -4.034 -10.936
H -16.239 -2.427 -8.136
H -17.692 -3.418 -7.752
C -26.980 2.938 -13.808
C -26.836 2.451 -12.438
C -28.092 1.593 -12.283
O -28.135 0.939 -13.518
C -27.460 1.661 -14.486
H -25.974 3.138 -14.176
H -27.594 3.833 -13.905
H -26.836 3.338 -11.805
H -25.894 1.910 -12.351
H -28.984 2.183 -12.075
H -27.885 0.741 -11.636
H -28.176 1.856 -15.285
H -26.673 1.037 -14.907
C -21.571 5.988 -11.831
C -20.957 5.701 -13.215
C -19.491 5.677 -12.997
O -19.320 5.579 -11.543
C -20.364 6.312 -10.925
H -21.993 5.017 -11.568
H -22.405 6.689 -11.835
H -21.288 6.406 -13.977
H -21.163 4.762 -13.729
H -19.190 6.680 -13.297
H -18.898 4.994 -13.606
H -20.156 7.381 -10.879
H -20.456 5.973 -9.893
C -20.695 0.411 -4.877
C -20.537 1.952 -4.758
C -19.937 2.279 -6.107
O -20.554 1.378 -6.991
C -20.752 0.079 -6.374
H -21.677 0.274 -4.424
H -20.011 -0.266 -4.365
H -19.784 2.028 -3.973
H -21.495 2.404 -4.503
H -18.868 2.072 -6.041
H -20.040 3.301 -6.469
H -19.859 -0.496 -6.621
H -21.726 -0.343 -6.624
C -19.331 2.117 -15.336
C -19.766 1.939 -13.934
C -19.827 0.509 -13.853
O -18.705 0.067 -14.556
C -18.260 1.029 -15.503
H -19.031 3.148 -15.520
H -20.220 1.863 -15.913
H -20.671 2.404 -13.543
H -19.031 2.390 -13.267
H -20.716 0.191 -14.399
H -19.994 0.245 -12.809
H -18.405 0.809 -16.561
H -17.367 1.519 -15.117
C -21.062 -5.390 -10.312
C -20.351 -5.675 -8.948
C -21.462 -5.441 -7.901
O -22.659 -4.940 -8.622
C -22.274 -4.518 -9.951
H -21.351 -6.356 -10.728
H -20.418 -4.939 -11.066
H -19.512 -5.067 -8.611
H -20.049 -6.718 -8.844
H -21.155 -4.761 -7.107
H -21.754 -6.404 -7.483
H -21.926 -3.485 -9.946
H -23.074 -4.605 -10.685
C -26.415 -2.164 -13.803
C -25.500 -1.444 -12.916
O -24.152 -1.281 -13.417
H -26.368 -1.752 -14.811
H -27.443 -2.087 -13.449
H -26.031 -3.184 -13.808
H -25.498 -1.889 -11.921
H -25.935 -0.467 -12.708
H -23.470 -1.125 -12.759
*
```

Output
E_tot	-2711.62467	a.u.
F_max	3.217	eV Å⁻¹
frontier orbital gap	9.5	eV
energy above the lowest of the compared OMol25 structures with the same formula, charge and spin	59.65	kcal per mole
HOMO energy	-9.11	eV

Atomic partial charges in e from the Löwdin method, atoms 1 to 4: C -0.119; C -0.149; C -0.227; O -0.130